Density functional theory data (the ωB97M-V functional and the def2-TZVPD basis) for the molecule C13H25BI2N2O6.

Last column: Mulliken charge in e.
CARTESIAN COORDINATES (ANGSTROEM)
C  -2.4120  4.2859  0.5068  -0.710
O  -3.4065  3.2766  0.5614  -0.424
C  -3.6282  2.6369  -0.6976  -0.190
C  -4.6386  1.5379  -0.4731  -0.789
C  -4.0928  0.1037  -0.3236  -1.072
C  -2.6347  -0.0275  0.1080  0.215
C  -1.7578  -0.6922  -0.9446  -1.111
I  -1.8965  0.1527  -2.9277  0.011
O  -0.4455  -0.9187  -0.4848  -0.015
C  0.5859  -0.0621  -0.7992  -2.108
I  0.3644  1.9813  -0.0862  0.058
C  1.9197  -0.7585  -0.3636  0.729
O  2.8950  0.2726  -0.3096  -0.237
C  4.1273  0.0756  -0.9481  -0.992
B  2.0741  -1.8149  -1.5790  0.802
N  1.8279  -3.2464  -1.4113  -0.489
O  2.3098  -1.3079  -2.8536  -0.735
N  1.7717  -1.4520  0.9230  0.613
C  1.3064  -0.6325  2.0392  0.645
C  0.0130  -1.0986  2.6586  -1.311
O  1.9018  0.3248  2.4766  -0.500
C  2.9409  -2.2029  1.3769  0.590
C  4.1303  -1.4737  1.9780  -1.238
O  2.9512  -3.4329  1.3311  -0.551
H  -1.5260  3.9453  1.0369  0.107
H  -2.7867  5.1525  1.0406  0.289
H  -2.1623  4.5476  -0.5154  0.379
H  -2.6676  2.2748  -1.0596  0.123
H  -3.9839  3.3852  -1.4054  0.517
H  -5.2293  1.8076  0.3929  0.410
H  -5.3289  1.5411  -1.3121  0.293
H  -4.2846  -0.4451  -1.2385  0.465
H  -4.7047  -0.3858  0.4270  0.300
H  -2.2065  0.8947  0.4800  0.259
H  -2.5960  -0.7372  0.9299  0.239
H  -2.1666  -1.6837  -1.0871  0.737
H  0.6803  0.0761  -1.8706  0.959
H  4.5916  -0.8852  -0.7247  0.376
H  4.7998  0.8413  -0.5794  0.291
H  4.0738  0.2121  -2.0246  0.359
H  2.6057  -3.7315  -1.8540  0.180
H  1.0227  -3.5060  -1.9735  0.230
H  3.2351  -1.2823  -3.0936  0.291
H  -0.4200  -1.8920  2.0669  0.253
H  0.1687  -1.3837  3.6894  0.468
H  -0.6559  -0.2459  2.6097  0.249
H  4.0160  -0.4022  2.0198  0.358
H  4.3411  -1.9103  2.9440  0.330
H  4.9776  -1.7147  1.3437  0.345

Its spin multiplicity is 1. The molar mass comes out at 570.0 Da. The total energy is -46028.1745 eV. As for the LUMO energy: 0.2 eV.

---

Density functional theory data (the ωB97M-V functional and the def2-TZVPD basis) for a structure of composition C13H25BiN4O2P2.

Last column: Mulliken charge in e.
CARTESIAN COORDINATES (ANGSTROEM)
C  0.9218  -1.1628  -3.3713  -0.902
C  1.0111  -1.0806  -1.9686  0.550
N  -0.1659  -1.0382  -1.2576  -0.069
C  -1.3622  -1.2168  -1.8944  0.591
C  -1.4746  -1.5193  -3.2705  -0.777
C  -0.2987  -1.4744  -4.0197  -0.381
C  2.4029  -1.0649  -1.3053  -0.930
P  2.3500  -0.7177  0.5235  0.756
Bi  -0.1304  -1.2857  1.4628  0.952
P  -2.4849  -0.4618  0.6124  0.603
C  -2.6775  -1.2243  -1.1005  -1.083
O  2.4510  3.8829  -2.9707  -0.667
O  -1.7165  3.2457  -1.2880  -0.876
H  1.8629  -1.2213  -3.9233  0.415
H  -2.4610  -1.7625  -3.7130  0.420
H  -0.3346  -1.7013  -5.0944  0.405
C  3.6796  -1.9576  0.8172  -1.366
C  3.1157  0.9308  0.8538  -1.301
H  -3.4584  -0.6785  -1.6746  0.475
H  -3.0336  -2.2689  -0.9462  0.448
H  3.2606  -0.5838  -1.9095  0.418
H  2.6968  -2.1555  -1.2905  0.290
C  -3.9171  -0.9543  1.6060  -1.201
C  -2.8852  1.2760  0.2616  -1.137
H  -1.1141  3.3614  -0.4986  0.430
H  -2.1089  4.0632  -1.5906  0.296
H  2.8977  3.4379  -2.1654  0.309
H  2.2569  3.1604  -3.5752  0.296
H  -0.3115  -3.1004  1.6216  -0.096
H  1.0594  5.3206  0.3895  -0.469
H  4.5460  -1.6301  0.2185  0.408
H  3.9738  -2.0958  1.8586  0.388
H  3.3080  -2.9111  0.4110  0.408
H  4.2206  0.8691  0.8225  0.343
H  2.7352  1.7206  0.1777  0.377
H  2.8774  1.2560  1.8817  0.369
H  -3.8441  1.4736  -0.2538  0.370
H  -2.8424  1.8695  1.1880  0.499
H  -2.0485  1.5731  -0.3821  0.139
H  -4.8602  -0.5930  1.1546  0.380
H  -3.9155  -2.0493  1.7065  0.372
H  -3.7534  -0.4799  2.5883  0.388
N  -0.1421  -0.4422  3.6425  -0.853
C  -0.1864  -0.3147  4.8235  0.557
N  -0.4095  -0.2534  6.0675  -0.566
C  -0.0067  0.6001  6.9717  0.505
N  0.3168  1.3594  7.8028  -0.486

Its spin multiplicity is 1. The molar mass comes out at 540.3 Da. The total energy is -48350.1589 eV. As for the LUMO energy (alpha / beta): -1.2 / -1.3 eV.

---

Density functional theory data (the ωB97M-V functional and the def2-TZVPD basis) for a cluster of 5 separate species, C13H25Cl12N2O2 in total.

Last column: Mulliken charge in e.
CARTESIAN COORDINATES (ANGSTROEM)
C  -2.7563  -3.3750  -1.3739  -1.305
C  -2.3317  -1.9189  -1.1601  0.594
O  -1.5828  -1.4240  -2.2827  -0.459
C  -1.5453  -1.7364  0.1424  -1.222
N  -0.8687  -0.4473  0.2237  0.162
C  0.4919  -0.3970  -0.3124  -0.955
C  0.6119  0.4383  -1.5820  0.564
O  1.8652  1.1482  -1.5269  -0.434
C  2.4121  1.5080  -2.7576  0.320
C  2.7653  0.3425  -3.7313  -0.719
C  1.9282  0.5748  -4.9820  -0.516
N  1.7966  2.0797  -5.0013  -0.177
C  1.4666  2.4211  -3.5770  -0.782
H  -3.8254  -3.5200  -1.2200  0.335
H  -2.2334  -4.0592  -0.7022  0.357
H  -2.5495  -3.6818  -2.4013  0.347
H  -3.2236  -1.2916  -1.1062  0.249
H  -1.0619  -2.1708  -2.6122  0.273
H  -2.2557  -1.7659  0.9726  0.382
H  -0.8651  -2.5931  0.2807  0.357
H  -0.8136  -0.2017  1.2028  0.114
H  1.1560  0.0686  0.4205  0.269
H  0.8746  -1.4086  -0.4914  0.130
H  0.5816  -0.1741  -2.4874  0.202
H  -0.2223  1.1373  -1.6257  -0.243
H  3.3217  2.0605  -2.5172  0.358
H  3.8285  0.3641  -3.9725  0.357
H  2.5483  -0.6200  -3.2730  0.359
H  0.9101  0.2036  -4.8566  0.327
H  2.3305  0.2207  -5.9272  0.400
H  2.6956  2.4994  -5.2481  0.360
H  1.1068  2.4342  -5.6644  0.325
H  1.5871  3.4881  -3.4058  0.374
H  0.4267  2.1466  -3.4179  0.341
C  1.9930  2.3723  2.6787  0.166
Cl  2.1353  3.7540  3.7536  -0.114
Cl  3.2651  1.1950  2.9640  -0.108
Cl  0.3831  1.6372  2.8240  -0.154
H  2.0867  2.7208  1.6579  0.177
C  -3.0744  3.7703  -1.4125  -0.053
Cl  -2.0447  4.1449  -2.8241  -0.162
Cl  -4.7664  3.8303  -1.8656  -0.113
Cl  -2.6338  2.2189  -0.7170  -0.022
H  -2.8871  4.5464  -0.6815  0.333
C  1.9356  -2.1472  5.8910  0.109
Cl  1.1488  -0.8614  4.9672  -0.047
Cl  2.8454  -3.2121  4.8169  -0.136
Cl  2.9669  -1.4729  7.1442  -0.119
H  1.1598  -2.7339  6.3679  0.197
C  -2.6355  -2.4101  7.9432  0.000
Cl  -2.6969  -1.5610  9.4811  -0.110
Cl  -1.5113  -1.6182  6.8296  -0.065
Cl  -2.1977  -4.1037  8.1633  -0.123
H  -3.6209  -2.3748  7.4974  0.301

Its spin multiplicity is 1. The molar mass comes out at 666.8 Da. The total energy is -171223.4779 eV. As for the LUMO energy: -3.2 eV. The charge is +1.

---

Density functional theory data (the ωB97M-V functional and the def2-TZVPD basis) for the ion C13H25F3N5O2S with charge +1.

Last column: Mulliken charge in e.
CARTESIAN COORDINATES (ANGSTROEM)
C  -3.7094  2.6960  0.4719  -1.192
C  -2.9926  1.7140  -0.4847  0.041
C  -3.5674  0.2830  -0.4859  -0.972
C  -2.5552  -0.8204  -0.1082  0.325
C  -2.9484  -1.6518  1.1291  -0.918
C  -1.7717  -1.9984  2.0443  -0.758
C  -0.8656  -3.0878  1.4817  -1.030
N  -0.0380  -2.6191  0.3602  -0.005
C  0.9752  -1.8106  0.5277  0.534
N  1.4044  -1.3272  1.7016  -0.486
C  2.4497  -0.5732  1.4048  -0.210
N  2.7378  -0.5131  0.1129  -0.049
C  3.8542  0.2243  -0.5280  -0.928
C  3.5716  1.6994  -0.7401  -0.097
C  3.2947  2.5158  0.5246  -0.803
N  1.8450  2.7085  0.7348  -0.451
N  1.7740  -1.3116  -0.5022  0.200
S  1.6384  -1.5913  -2.1485  1.089
O  2.9316  -1.8059  -2.6904  -0.620
O  0.6210  -2.5716  -2.3049  -0.687
C  0.9435  0.0319  -2.7999  0.741
F  0.6158  0.7925  -1.7887  -0.164
F  -0.1075  -0.2485  -3.4921  -0.210
F  1.8416  0.6091  -3.5316  -0.210
H  -4.5290  2.2107  0.9966  0.311
H  -4.1221  3.5367  -0.0808  0.281
H  -3.0322  3.1089  1.2177  0.317
H  -3.0872  2.1326  -1.4860  0.354
H  -1.9246  1.7034  -0.2652  -0.049
H  -4.4315  0.2192  0.1744  0.559
H  -3.9535  0.0770  -1.4839  0.328
H  -1.5574  -0.3943  0.0110  -0.293
H  -2.4978  -1.5002  -0.9639  0.297
H  -3.4730  -2.5642  0.8414  0.308
H  -3.6552  -1.0684  1.7208  0.474
H  -1.1995  -1.0884  2.2290  0.350
H  -2.1404  -2.3484  3.0089  0.413
H  -0.2319  -3.5206  2.2542  0.374
H  -1.4798  -3.8927  1.0823  0.488
H  -0.2708  -2.9589  -0.5597  0.365
H  3.0104  -0.0573  2.1694  0.502
H  4.0515  -0.2525  -1.4842  0.390
H  4.7237  0.0602  0.1034  0.458
H  4.4717  2.0942  -1.2181  0.407
H  2.7616  1.8561  -1.4445  0.086
H  3.7255  2.0333  1.4070  0.218
H  3.7757  3.4869  0.4486  0.494
H  1.6344  3.6681  0.9641  0.240
H  1.4889  2.1146  1.4691  0.186

Its spin multiplicity is 1. The molar mass comes out at 372.4 Da. The total energy is -44411.8574 eV. As for the LUMO energy: -3.5 eV. The charge is +1.

---

Density functional theory data (the ωB97M-V functional and the def2-TZVPD basis) for a cluster of 2 separate species, C13H25F9O4PS in total.

Last column: Mulliken charge in e.
CARTESIAN COORDINATES (ANGSTROEM)
C  -2.2062  -1.2990  -2.0324  -0.916
C  -1.3117  -2.3931  -1.2484  -0.030
C  -2.1373  -3.7540  -1.1801  -0.528
C  -2.8483  -4.0309  0.2134  -0.856
C  -1.8920  -4.0150  1.4807  -0.688
C  -0.9370  -5.2831  1.6195  0.864
F  -1.4055  -6.1998  0.6260  -0.312
F  -1.1417  -5.9988  2.8264  -0.331
C  0.5818  -5.0504  1.2611  0.559
F  0.6468  -4.6116  -0.0641  -0.192
F  1.2106  -6.3156  1.2565  -0.271
S  1.5673  -3.8684  2.3077  1.172
F  2.2635  -5.1755  3.1210  -0.333
F  2.8380  -4.0152  1.2003  -0.337
F  1.0827  -2.5209  1.4684  -0.234
F  0.4152  -3.7102  3.4854  -0.297
F  2.5621  -2.8791  3.2129  -0.305
H  -2.5788  -1.7844  -3.0012  0.044
H  -1.5110  -0.4290  -2.2867  -0.090
H  -0.3550  -2.5151  -1.8622  0.196
H  -1.0387  -1.9506  -0.2424  -0.041
H  -1.5445  -4.6638  -1.5407  0.270
H  -2.9812  -3.6460  -1.9476  0.405
H  -3.5848  -3.1668  0.3685  0.461
H  -3.5133  -4.9580  0.1488  0.268
H  -1.3591  -3.0234  1.5408  0.299
H  -2.5771  -4.0557  2.3971  0.360
O  0.6043  2.2642  0.4571  -0.704
P  0.5904  3.6126  -0.2686  0.875
O  -0.2442  3.1354  -1.6146  -0.269
C  -1.6526  2.9768  -1.5088  -0.280
C  -2.3614  4.3179  -1.4226  -1.023
O  2.1298  3.5176  -0.8899  -0.346
C  3.1220  2.7337  -0.2369  -0.356
C  3.2179  1.3569  -0.8695  -1.100
O  0.5665  5.2146  -0.8933  -0.266
C  0.7127  6.2515  0.0797  -0.339
C  2.0728  6.2202  0.7547  -1.043
H  -1.8953  2.3496  -0.6465  0.271
H  -1.9838  2.4484  -2.4056  0.335
H  -2.1291  4.8218  -0.4795  0.214
H  -3.4455  4.1865  -1.4787  0.421
H  -2.0415  4.9800  -2.2304  0.248
H  2.9266  2.6701  0.8363  0.350
H  4.0785  3.2524  -0.3532  0.367
H  2.2394  0.8818  -0.9623  0.276
H  3.8677  0.7044  -0.2814  0.349
H  3.6234  1.4316  -1.8815  0.283
H  -0.0885  6.1646  0.8211  0.308
H  0.5833  7.2035  -0.4409  0.353
H  2.1882  5.3181  1.3640  0.283
H  2.1994  7.0859  1.4091  0.421
H  2.8742  6.2135  0.0136  0.232

Its spin multiplicity is 1. The molar mass comes out at 479.4 Da. The total energy is -66652.2460 eV. As for the LUMO energy: 0.9 eV. The charge is -1.